1.
{"formula": "C39H35Cl2N4P2STl", "method": "ωB97M-V/def2-TZVPD", "de_lowest_ev": 0.470, "homo_lumo_gap_ev": 3.672, "total_charge": 2, "e_lumo_ha": -0.3033, "elements": ["Tl", "S", "C", "N", "N", "C", "C", "C", "C", "C", "C", "N", "N", "C", "C", "C", "C", "C", "C", "H", "H", "H", "H", "H", "H", "H", "H", "H", "H", "H", "Cl", "C", "Cl", "H", "H", "C", "P", "C", "C", "C", "C", "C", "C", "C", "C", "C", "C", "C", "C", "P", "C", "C", "C", "C", "C", "C", "C", "C", "C", "C", "C", "C", "H", "H", "H", "H", "H", "H", "H", "H", "H", "H", "H", "H", "H", "H", "H", "H", "H", "H", "H", "H", "H", "H"], "coordinates": [[-1.578, 1.253, -0.300], [1.319, 1.983, 1.006], [1.699, 3.486, 0.544], [3.059, 3.989, 0.479], [3.922, 3.115, 0.600], [5.302, 3.326, 0.564], [5.841, 4.603, 0.370], [7.209, 4.724, 0.354], [8.016, 3.594, 0.529], [7.464, 2.331, 0.715], [6.093, 2.187, 0.734], [0.833, 4.508, 0.304], [-0.214, 4.267, -0.319], [-1.212, 5.244, -0.302], [-2.274, 5.019, -1.180], [-3.329, 5.911, -1.210], [-3.320, 7.006, -0.353], [-2.261, 7.223, 0.534], [-1.199, 6.349, 0.561], [3.571, 2.135, 0.752], [5.191, 5.457, 0.235], [7.662, 5.694, 0.205], [9.092, 3.706, 0.521], [8.103, 1.469, 0.844], [5.634, 1.215, 0.881], [-2.244, 4.160, -1.839], [-4.152, 5.761, -1.895], [-4.147, 7.705, -0.374], [-2.275, 8.080, 1.194], [-0.367, 6.494, 1.238], [-3.628, 2.792, 1.742], [-5.179, 2.108, 1.206], [-5.031, 1.252, -0.336], [-5.878, 2.925, 1.087], [-5.503, 1.401, 1.957], [-0.610, -3.463, 0.469], [-0.785, -1.676, 0.118], [0.954, -1.139, -0.191], [1.175, -0.327, -1.308], [2.443, 0.162, -1.608], [3.518, -0.170, -0.796], [3.325, -1.010, 0.296], [2.058, -1.493, 0.591], [-1.184, -0.992, 1.784], [-0.303, -0.771, 2.848], [-0.777, -0.381, 4.091], [-2.142, -0.212, 4.299], [-3.029, -0.418, 3.256], [-2.553, -0.798, 2.006], [-0.058, -4.418, -1.048], [-1.182, -3.639, -2.273], [-0.615, -2.855, -3.271], [-1.419, -2.123, -4.142], [-2.799, -2.179, -4.020], [-3.379, -2.980, -3.038], [-2.575, -3.704, -2.174], [-0.920, -6.007, -0.755], [-1.108, -6.519, 0.525], [-1.716, -7.756, 0.710], [-2.138, -8.494, -0.383], [-1.935, -8.000, -1.665], [-1.326, -6.768, -1.850], [-1.583, -3.811, 0.828], [0.122, -3.601, 1.266], [0.351, -0.134, -1.989], [2.595, 0.765, -2.495], [4.513, 0.183, -1.042], [4.169, -1.320, 0.900], [1.943, -2.190, 1.412], [0.763, -0.893, 2.708], [-0.084, -0.226, 4.908], [-2.509, 0.071, 5.277], [-4.092, -0.293, 3.418], [-3.253, -0.989, 1.195], [0.465, -2.822, -3.369], [-0.967, -1.531, -4.929], [-3.426, -1.622, -4.706], [-4.457, -3.050, -2.964], [-3.029, -4.338, -1.420], [-0.769, -5.966, 1.394], [-1.858, -8.142, 1.711], [-2.616, -9.454, -0.240], [-2.250, -8.578, -2.524], [-1.168, -6.396, -2.856]]}

2.
{"formula": "C15H23Cl6N2O6", "method": "ωB97M-V/def2-TZVPD", "homo_lumo_gap_ev": 6.436, "total_charge": -1, "e_lumo_ha": 0.0878, "elements": ["O", "C", "O", "O", "H", "C", "Cl", "Cl", "Cl", "H", "C", "Cl", "Cl", "Cl", "H", "C", "C", "C", "C", "N", "H", "H", "H", "H", "H", "H", "H", "C", "C", "C", "C", "N", "H", "H", "H", "H", "H", "H", "H", "C", "C", "C", "O", "C", "O", "O", "H", "H", "H", "H", "H", "H"], "coordinates": [[-1.509, 0.903, 0.609], [-2.771, 0.764, 0.172], [-3.379, 1.663, -0.479], [-3.452, -0.309, 0.423], [-1.401, 1.682, 0.058], [0.768, 2.092, 2.779], [1.129, 0.793, 3.865], [2.177, 3.171, 2.731], [-0.733, 2.916, 3.192], [0.599, 1.762, 1.753], [-2.748, -0.288, 4.010], [-1.596, -0.296, 5.369], [-3.923, 1.010, 4.223], [-3.682, -1.831, 3.889], [-2.216, -0.103, 3.077], [0.228, -2.252, -4.275], [0.357, -1.130, -3.263], [-0.710, -1.039, -2.170], [-2.059, -0.990, -2.713], [-3.120, -0.974, -3.186], [-0.690, -2.144, -4.853], [0.356, -3.239, -3.830], [0.956, -2.069, -5.065], [0.213, -0.152, -3.721], [1.347, -1.148, -2.806], [-0.615, -0.212, -1.466], [-0.795, -1.943, -1.568], [-0.340, -3.924, 2.942], [0.284, -3.217, 1.705], [-0.076, -1.737, 1.650], [0.887, -1.020, 0.810], [1.633, -0.485, 0.140], [-1.429, -3.911, 2.919], [0.000, -3.452, 3.864], [-0.029, -4.967, 3.005], [0.012, -3.666, 0.750], [1.374, -3.255, 1.702], [-0.123, -1.326, 2.658], [-1.095, -1.535, 1.319], [3.653, 2.622, -1.257], [2.298, 3.216, -1.865], [1.322, 2.145, -2.345], [0.212, 2.298, -1.598], [0.397, 3.383, -0.798], [-0.389, 3.743, -0.007], [1.591, 3.792, -0.813], [3.350, 1.920, -0.479], [4.274, 3.403, -0.819], [4.241, 2.083, -2.000], [2.411, 3.871, -2.729], [1.693, 1.150, -2.098], [1.114, 2.230, -3.411]]}